No. 1
The following is a quantum chemistry calculation of 2 unconnected molecules or ions with the total composition C3H11NO2S at a distorted geometry, from the OMol25 dataset.

Each line ends with the natural charge from an NBO analysis.
CARTESIAN COORDINATES (ANGSTROEM)
N  -0.49294  1.20997  -0.29087  -0.879
C  -0.61232  0.10106  0.68579  -0.068
C  -1.94392  -0.69042  0.39695  -0.056
O  -3.01821  0.09406  0.42782  -0.707
C  0.67512  -1.00107  0.45538  -0.548
S  2.06200  -0.38626  1.44051  -0.043
H  -0.95479  1.00275  -1.20220  0.389
H  0.51707  1.48217  -0.35535  0.377
H  -0.69148  0.14134  1.85152  0.202
H  -1.92074  -1.23870  -0.60839  0.158
H  -2.05425  -1.31759  1.29495  0.159
H  -2.85845  0.90996  0.67282  0.468
H  0.31899  -2.01490  0.59110  0.215
H  0.97162  -0.89873  -0.58140  0.208
H  2.74668  -1.50560  1.25490  0.123
O  0.88340  0.93864  -3.62641  -0.939
H  1.11672  1.85833  -3.47994  0.470
H  1.63234  0.57234  -4.09006  0.471

Properties
E_LUMO = 0.60 eV
DFT total energy = -724.24559 Ha
ΔE to the lowest compared entry with this formula, charge and spin = 1.800 eV
Frontier orbital gap = 9.72 eV
Net charge = 0
Structure (SMILES) = N[C@@H](CO)CS.O

No. 2
The following is a quantum chemistry calculation of a molecular structure, C61H144BN8O27Pb at a distorted geometry, from the OMol25 dataset.

Each line ends with the Mulliken charge.
CARTESIAN COORDINATES (ANGSTROEM)
Pb  -11.71232  9.94327  -15.58765  1.466
O  -16.83059  14.47008  -18.10658  -0.663
C  -17.74341  15.23975  -18.50658  0.579
O  -18.49330  16.15753  -17.83576  -0.442
B  -19.50364  16.80787  -18.71754  0.964
O  -19.31685  16.14623  -20.05010  -0.444
C  -18.45243  15.15210  -19.95254  0.617
O  -18.21656  14.28178  -20.80702  -0.635
O  -19.30810  18.21384  -18.74096  -0.461
C  -20.49220  18.84557  -18.49518  0.575
O  -20.75003  20.06478  -18.48867  -0.599
C  -21.40200  17.80292  -17.99841  0.572
O  -20.84902  16.56380  -18.13631  -0.462
O  -22.40444  18.07017  -17.38213  -0.571
C  -30.30949  25.12300  -13.87293  -1.145
C  -29.66078  23.69375  -13.94124  0.611
C  -30.42811  22.79377  -14.87663  -1.467
O  -28.29381  23.75009  -14.24534  -0.564
H  -29.59204  25.83836  -13.47089  0.335
H  -31.20798  24.97225  -13.27452  0.326
H  -30.71442  25.52113  -14.80332  0.309
H  -29.65742  23.11932  -13.01490  0.149
H  -31.49934  22.80189  -14.67538  0.363
H  -30.23664  21.74733  -14.63912  0.429
H  -30.40294  23.02462  -15.94160  0.347
H  -28.04389  22.90825  -14.63320  0.305
C  -25.65234  14.50396  -23.52770  -1.260
C  -24.63993  15.44928  -24.21620  0.516
C  -23.84097  14.76760  -25.35189  -1.220
O  -25.37564  16.46620  -24.72899  -0.531
H  -25.19035  13.88611  -22.75769  0.314
H  -26.12506  13.80160  -24.21423  0.290
H  -26.43690  15.05177  -23.00571  0.399
H  -23.90800  15.84529  -23.51225  0.208
H  -24.49205  14.43738  -26.16130  0.341
H  -23.36733  13.92611  -24.84627  0.333
H  -22.99776  15.38984  -25.65177  0.314
H  -26.02507  16.77495  -24.09297  0.296
C  -18.20316  28.24047  -17.22830  -1.154
C  -17.14269  27.46121  -18.03232  0.411
C  -16.05437  26.74276  -17.25014  -1.268
O  -17.73183  26.62557  -18.86317  -0.541
H  -18.74797  27.54902  -16.58551  0.300
H  -18.97263  28.77421  -17.78610  0.309
H  -17.60609  28.98980  -16.70857  0.323
H  -16.59170  28.15941  -18.66241  0.253
H  -16.56580  26.19780  -16.45669  0.326
H  -15.42055  27.43432  -16.69505  0.356
H  -15.54209  25.95113  -17.79694  0.334
H  -18.11574  25.88379  -18.38991  0.351
C  -12.00162  19.23025  -15.38331  -0.778
O  -12.19761  18.78824  -14.14620  -0.303
C  -13.24909  19.40388  -13.40438  -0.555
C  -13.77245  18.53534  -12.22490  -0.569
N  -13.11234  18.93004  -10.91109  -0.396
C  -13.69770  18.17484  -9.83022  -0.591
C  -13.03571  16.85444  -9.22886  -0.495
O  -11.86186  16.47574  -9.90297  -0.295
C  -11.19083  15.35173  -9.23028  -0.756
H  -12.70004  19.10440  -16.21063  0.319
H  -11.06146  18.88853  -15.81624  0.242
H  -11.96535  20.31320  -15.26484  0.327
H  -14.01149  19.67563  -14.13445  0.441
H  -12.96875  20.35139  -12.94421  0.274
H  -13.63946  17.50853  -12.56562  0.309
H  -14.85315  18.67478  -12.19771  0.360
H  -13.24467  19.91919  -10.75570  0.294
H  -14.72610  17.88428  -10.04484  0.297
H  -13.81353  18.79582  -8.94192  0.413
H  -13.71106  15.99986  -9.18762  0.287
H  -12.64273  17.00775  -8.22379  0.353
H  -10.77811  14.90268  -10.13367  0.212
H  -11.85831  14.63747  -8.74820  0.336
H  -10.43896  15.67158  -8.50883  0.275
C  -32.27120  19.38395  -20.38729  -0.804
O  -31.20106  20.16703  -20.74347  -0.269
C  -30.94360  20.27960  -22.20071  -0.631
C  -29.97823  21.47688  -22.39709  -0.327
N  -28.69797  21.38270  -21.72324  -0.282
C  -27.86809  22.55298  -21.91650  -1.046
C  -28.01436  23.84759  -21.06131  -0.262
O  -29.05803  24.63345  -21.55659  -0.315
C  -29.83017  25.27496  -20.63682  -0.791
H  -32.22234  19.33869  -19.29932  0.256
H  -32.23824  18.35755  -20.75268  0.294
H  -33.27873  19.76965  -20.54295  0.312
H  -31.86897  20.38166  -22.76761  0.375
H  -30.55998  19.27689  -22.38914  0.366
H  -30.37076  22.39399  -21.95785  0.172
H  -29.77481  21.74359  -23.43420  0.380
H  -28.81416  21.22045  -20.73315  0.278
H  -27.81276  22.72229  -22.99185  0.412
H  -26.83504  22.27047  -21.71378  0.427
H  -27.02954  24.30799  -21.14037  0.281
H  -28.26445  23.60354  -20.02884  0.349
H  -29.33211  25.52776  -19.70080  0.361
H  -30.76889  24.80212  -20.34818  0.282
H  -30.16591  26.23231  -21.03538  0.296
C  -20.32262  19.90470  -7.10765  -0.654
O  -19.95710  20.23811  -8.44344  -0.367
C  -20.68469  21.34409  -8.97974  -0.549
C  -19.77489  22.10481  -9.93387  -0.760
N  -18.53750  22.49314  -9.15756  -0.406
C  -18.40538  23.76400  -8.39683  -0.455
C  -17.21080  23.69619  -7.38742  -0.569
O  -17.50180  22.88920  -6.27843  -0.275
C  -16.45922  22.89467  -5.30169  -0.803
H  -19.44828  19.52497  -6.57903  0.220
H  -21.02522  19.07335  -7.16518  0.265
H  -20.73945  20.79665  -6.63991  0.318
H  -21.30721  21.91873  -8.29391  0.369
H  -21.56962  20.97625  -9.49907  0.461
H  -20.22426  23.04149  -10.26370  0.386
H  -19.54032  21.47985  -10.79556  0.300
H  -18.41980  21.62615  -8.65301  0.302
H  -19.30182  23.94155  -7.80272  0.309
H  -18.26872  24.65684  -9.00696  0.356
H  -17.18447  24.67995  -6.91879  0.377
H  -16.28600  23.36731  -7.86142  0.351
H  -16.65475  21.95252  -4.78961  0.257
H  -16.57747  23.68148  -4.55667  0.302
H  -15.39830  22.88153  -5.55144  0.320
C  -20.93167  8.02569  -17.69293  -0.754
O  -20.31347  7.26558  -18.76598  -0.276
C  -21.10011  7.08683  -19.93626  -0.703
C  -20.51444  6.11120  -21.00423  -0.649
N  -20.40694  4.79998  -20.44758  -0.310
C  -21.39965  3.86540  -21.05523  -0.617
C  -20.85218  2.38667  -20.74276  -0.600
O  -21.23919  1.97088  -19.43072  -0.310
C  -21.05137  0.58875  -19.03776  -0.720
H  -20.25574  8.24535  -16.86651  0.220
H  -21.82737  7.60600  -17.23504  0.295
H  -21.03160  9.03605  -18.08952  0.336
H  -21.20510  8.06545  -20.40465  0.497
H  -22.13513  6.81286  -19.73188  0.377
H  -19.51074  6.43758  -21.27658  0.347
H  -21.09258  6.17935  -21.92575  0.327
H  -20.83494  4.86979  -19.53542  0.205
H  -21.40684  3.97551  -22.13963  0.480
H  -22.38165  4.00656  -20.60374  0.301
H  -19.79739  2.35359  -21.01557  0.327
H  -21.33413  1.68064  -21.41903  0.404
H  -20.09945  0.19776  -19.39704  0.294
H  -21.85863  0.06786  -19.55265  0.295
H  -21.21513  0.43864  -17.97064  0.237
C  -19.01161  13.74857  -32.87270  -0.765
O  -17.63014  13.87068  -32.69474  -0.388
C  -17.40716  14.05438  -31.24667  -0.261
C  -16.10676  14.87487  -30.95026  -0.880
N  -15.78263  15.09259  -29.61659  -0.336
C  -15.75313  13.87145  -28.77559  -0.661
C  -14.75045  12.63729  -29.15293  -0.546
O  -13.38576  12.73930  -28.72097  -0.395
C  -12.61268  13.50597  -29.64373  -0.605
H  -19.31943  13.73141  -33.91819  0.296
H  -19.47235  14.72279  -32.70922  0.295
H  -19.37794  12.99761  -32.17273  0.312
H  -17.22660  13.01665  -30.96627  0.206
H  -18.28021  14.50458  -30.77424  0.410
H  -16.20307  15.87352  -31.37633  0.440
H  -15.29464  14.37346  -31.47671  0.254
H  -16.57261  15.66791  -29.36158  0.313
H  -16.76599  13.52679  -28.56722  0.417
H  -15.40128  14.15521  -27.78373  0.394
H  -14.91122  12.29825  -30.17630  0.382
H  -14.92267  11.76715  -28.51945  0.343
H  -13.13610  14.45934  -29.57150  0.284
H  -12.60432  13.03418  -30.62630  0.240
H  -11.60896  13.56165  -29.22237  0.250
C  -27.60494  8.01732  -14.89817  -0.742
O  -26.90313  9.14296  -15.29244  -0.353
C  -27.47198  9.83638  -16.35554  -0.581
C  -28.74594  10.63632  -16.00943  -0.770
N  -28.58847  11.32829  -14.72449  -0.348
C  -27.53736  12.39021  -14.71159  -0.309
C  -27.26902  13.21829  -13.37749  -0.780
O  -26.52774  12.42451  -12.36817  -0.343
C  -25.07064  12.58249  -12.44720  -0.750
H  -28.21913  8.34380  -14.05896  0.248
H  -26.86318  7.26544  -14.62881  0.210
H  -28.23423  7.63762  -15.70311  0.376
H  -27.79708  9.25199  -17.21629  0.415
H  -26.78960  10.55598  -16.80790  0.447
H  -29.53566  9.91477  -15.80009  0.371
H  -29.04144  11.29574  -16.82548  0.377
H  -28.45635  10.72172  -13.92780  0.266
H  -27.73524  13.05471  -15.55265  0.409
H  -26.54585  12.07598  -15.03757  0.243
H  -28.28676  13.22860  -12.98735  0.288
H  -26.94970  14.25937  -13.42531  0.440
H  -24.41779  12.11416  -11.71062  0.316
H  -24.73293  13.59710  -12.65839  0.331
H  -24.70281  11.95252  -13.25711  0.239
C  -9.44025  8.85503  -12.07216  -0.801
O  -8.89192  9.13654  -13.41340  -0.250
C  -7.77676  8.35134  -13.74362  -0.588
C  -6.99179  8.97283  -14.96248  -0.732
N  -7.72383  8.72422  -16.18429  -0.162
C  -7.37409  9.54251  -17.37890  -0.948
C  -7.45088  11.06947  -17.29731  -0.362
O  -8.84979  11.40126  -17.33989  -0.279
C  -9.07135  12.81602  -17.45841  -0.841
H  -8.82278  9.17395  -11.23244  0.326
H  -9.59635  7.80222  -11.83694  0.352
H  -10.41997  9.33266  -12.08332  0.232
H  -8.15096  7.33109  -13.82827  0.348
H  -7.13980  8.45506  -12.86520  0.390
H  -6.03797  8.44528  -14.96689  0.418
H  -6.63431  9.98921  -14.79730  0.338
H  -7.44212  7.79592  -16.46536  0.285
H  -8.08270  9.24774  -18.15291  0.292
H  -6.37689  9.26765  -17.72262  0.400
H  -7.03348  11.50829  -18.20358  0.440
H  -7.02581  11.44828  -16.36784  0.370
H  -8.21681  13.44538  -17.20990  0.341
H  -9.91214  13.20028  -16.88090  0.267
H  -9.36949  13.17191  -18.44459  0.323
C  -13.55082  8.19538  -19.48651  -0.838
O  -13.41597  7.67622  -18.10996  -0.180
C  -13.60893  6.27801  -18.21200  -0.629
C  -13.12470  5.57320  -16.95215  -0.950
N  -13.60022  6.22133  -15.73349  -0.142
C  -15.04015  6.42725  -15.71142  -0.576
C  -15.45562  7.17584  -14.38156  -0.905
O  -15.02595  8.55607  -14.33985  -0.174
C  -15.53800  9.34784  -13.27306  -0.868
H  -13.35667  9.26582  -19.41910  0.272
H  -14.52817  8.00990  -19.93201  0.307
H  -12.63974  7.92572  -20.02067  0.372
H  -12.91767  5.91456  -18.97237  0.450
H  -14.64779  6.08448  -18.47922  0.402
H  -12.03613  5.52750  -16.98438  0.383
H  -13.48134  4.54767  -17.04796  0.379
H  -13.25856  5.61325  -15.00300  0.288
H  -15.57439  5.51140  -15.96422  0.470
H  -15.42502  7.06001  -16.51117  0.299
H  -15.03423  6.77553  -13.45945  0.385
H  -16.52490  7.11871  -14.17787  0.472
H  -15.22240  10.38728  -13.18308  0.286
H  -15.19205  9.04496  -12.28479  0.356
H  -16.62682  9.30672  -13.24335  0.314

Properties
E_LUMO = -8.22 eV
DFT total energy = -5096.76774 Ha
Frontier orbital gap = 0.67 eV
Net charge = +1

No. 3
The following is a quantum chemistry calculation of a molecular structure, C4H5N3 at a distorted geometry, from the OMol25 dataset.

Each line ends with the natural charge from an NBO analysis.
CARTESIAN COORDINATES (ANGSTROEM)
C  -0.68041  0.64990  1.66898  -0.631
C  -0.15005  0.36748  0.30343  0.240
C  0.06416  -1.44812  -1.18991  0.653
N  -0.40416  -0.85664  -0.20545  -0.509
N  0.00914  -2.17245  -2.15849  -0.670
C  0.93239  1.13861  -0.33543  -0.011
N  0.09846  2.01525  -0.60050  -0.318
H  0.80711  -2.51962  -2.66631  0.404
H  1.80188  0.65800  -0.82472  0.163
H  -1.76505  0.77304  1.62474  0.223
H  -0.46125  -0.18364  2.33808  0.224
H  -0.25221  1.57820  2.04558  0.231

Properties
E_LUMO (alpha / beta) = 0.37 / 0.37 eV
DFT total energy = -319.54962 Ha
ΔE to the lowest compared entry with this formula, charge and spin = 4.424 eV
Frontier orbital gap (alpha / beta) = 8.52 / 8.51 eV
Net charge = 0

What did the third record say?
The following is a quantum chemistry calculation of a molecular structure, C4H5N3 at a distorted geometry, from the OMol25 dataset.

Each line ends with the natural charge from an NBO analysis.
CARTESIAN COORDINATES (ANGSTROEM)
C  -0.68041  0.64990  1.66898  -0.631
C  -0.15005  0.36748  0.30343  0.240
C  0.06416  -1.44812  -1.18991  0.653
N  -0.40416  -0.85664  -0.20545  -0.509
N  0.00914  -2.17245  -2.15849  -0.670
C  0.93239  1.13861  -0.33543  -0.011
N  0.09846  2.01525  -0.60050  -0.318
H  0.80711  -2.51962  -2.66631  0.404
H  1.80188  0.65800  -0.82472  0.163
H  -1.76505  0.77304  1.62474  0.223
H  -0.46125  -0.18364  2.33808  0.224
H  -0.25221  1.57820  2.04558  0.231

Properties
E_LUMO (alpha / beta) = 0.37 / 0.37 eV
DFT total energy = -319.54962 Ha
ΔE to the lowest compared entry with this formula, charge and spin = 4.424 eV
Frontier orbital gap (alpha / beta) = 8.52 / 8.51 eV
Net charge = 0

Q: Which formula does entry 2 have?
A: C61H144BN8O27Pb